A cluster of 2 separate species, C2H7N3O in total. Source: OMol25; level of theory: the ωB97M-V functional and the def2-TZVPD basis.

Geometry as XYZ:
```
13
C2H7N3O the ωB97M-V functional and the def2-TZVPD basis
C 0.058 1.012 -1.044
N -1.786 1.279 0.660
N -1.003 0.414 -0.277
C -1.151 0.164 1.108
N 1.579 -1.538 0.029
O -0.896 -0.591 1.976
H -2.790 1.277 0.505
H 2.481 -1.394 0.471
H 0.914 -1.659 0.786
H 1.600 -2.403 -0.499
H 0.802 0.227 -1.206
H -0.336 1.369 -1.996
H 0.528 1.843 -0.514
```

Results
gap between HOMO and LUMO	10.558	eV
ΔE to the lowest compared entry with this formula, charge and spin	3.226	eV
HOMO level	-9.607	eV
F_max	2.61	eV/Å
SMILES string	CN1NC1=O.N
total energy	-8703.051	eV
LUMO level	0.951	eV

=====

An isolated molecule of C3H11N3. Source: OMol25; level of theory: the ωB97M-V functional and the def2-TZVPD basis.

Geometry as XYZ:
```
17
C3H11N3 the ωB97M-V functional and the def2-TZVPD basis
C -0.264 -0.302 0.961
N 0.140 -0.206 -0.444
C 1.039 -1.233 -0.848
N 1.393 -1.113 -2.317
C -0.714 1.012 1.587
N -1.494 1.962 0.779
H -1.047 -1.111 1.091
H 0.513 -0.800 1.549
H -0.559 0.318 -0.926
H 1.922 -1.295 -0.206
H 0.515 -2.194 -0.891
H 0.845 -1.788 -2.832
H 1.008 -0.195 -2.522
H 0.281 1.460 1.791
H -1.193 0.862 2.567
H -1.022 2.856 0.867
H -1.363 1.766 -0.208
```

Results
gap between HOMO and LUMO	9.683	eV
ΔE to the lowest compared entry with this formula, charge and spin	1.877	eV
HOMO level	-8.566	eV
F_max	3.41	eV/Å
SMILES string	NCCNCN
total energy	-7758.207	eV
LUMO level	1.117	eV

=====

A cluster of 6 separate species, C30H25ClN5O13S in total. Source: OMol25; level of theory: the ωB97M-V functional and the def2-TZVPD basis.

Geometry as XYZ:
```
75
C30H25ClN5O13S the ωB97M-V functional and the def2-TZVPD basis
O 2.947 2.065 11.249
S 2.647 3.010 10.060
O 3.008 2.311 8.713
O 3.596 4.444 10.184
Cl 0.573 3.417 10.051
C -0.606 1.059 3.536
C 0.508 0.905 4.363
C 0.794 1.863 5.337
C -0.049 2.974 5.479
C -1.164 3.135 4.646
C -1.438 2.171 3.673
N 0.232 3.972 6.519
O 1.238 3.804 7.224
O -0.556 4.922 6.635
H -0.828 0.307 2.781
H 1.153 0.036 4.249
H 1.666 1.729 5.973
H -1.824 3.994 4.742
H -2.303 2.286 3.023
C 3.920 -4.083 0.408
C 3.845 -4.278 1.788
C 2.882 -3.601 2.539
C 1.992 -2.731 1.894
C 2.070 -2.528 0.510
C 3.040 -3.208 -0.230
N 0.961 -2.036 2.674
O 0.936 -2.228 3.899
O 0.172 -1.301 2.063
H 4.669 -4.617 -0.174
H 4.536 -4.960 2.279
H 2.836 -3.764 3.614
H 1.389 -1.851 -0.003
H 3.107 -3.059 -1.305
C 2.521 -9.144 -4.144
C 3.173 -8.034 -4.684
C 3.885 -7.168 -3.852
C 3.940 -7.426 -2.475
C 3.280 -8.535 -1.930
C 2.569 -9.393 -2.771
N 4.708 -6.533 -1.599
O 5.262 -5.552 -2.116
O 4.761 -6.813 -0.392
H 1.972 -9.820 -4.798
H 3.130 -7.846 -5.754
H 4.388 -6.307 -4.288
H 3.311 -8.744 -0.862
H 2.056 -10.258 -2.358
C -5.229 4.255 -2.165
C -5.830 4.935 -1.104
C -5.599 4.524 0.211
C -4.758 3.429 0.452
C -4.160 2.740 -0.611
C -4.400 3.159 -1.922
N -4.492 3.008 1.833
O -5.055 3.631 2.746
O -3.716 2.057 2.007
H -5.407 4.583 -3.187
H -6.476 5.788 -1.301
H -6.075 5.064 1.026
H -3.509 1.886 -0.438
H -3.938 2.633 -2.754
C -0.260 4.810 -7.093
C -0.862 5.221 -5.903
C -2.048 4.621 -5.475
C -2.623 3.603 -6.248
C -2.025 3.194 -7.447
C -0.840 3.803 -7.867
N -3.855 2.951 -5.790
O -4.364 3.353 -4.734
O -4.315 2.032 -6.485
H 0.667 5.277 -7.420
H -0.404 6.007 -5.306
H -2.504 4.952 -4.544
H -2.463 2.409 -8.060
H -0.367 3.491 -8.795
```

Results
gap between HOMO and LUMO	4.659	eV
HOMO level	-4.903	eV
F_max	8.10	eV/Å
total energy	-88926.555	eV
LUMO level	-0.243	eV
charge	-1

=====

An isolated molecule of C4H7FOS. Source: OMol25; level of theory: the ωB97M-V functional and the def2-TZVPD basis.

Geometry as XYZ:
```
14
C4H7FOS the ωB97M-V functional and the def2-TZVPD basis
C -0.282 1.439 -0.311
C -0.500 -0.092 -0.156
C 0.435 -0.806 0.772
C 0.471 -1.088 -0.717
H -0.707 1.930 0.546
H -0.743 1.844 -1.191
H 0.769 1.738 -0.316
H -2.658 0.348 0.660
H 0.052 -1.547 1.521
H 2.130 -0.220 0.462
H 0.187 -2.129 -1.129
O 1.592 -0.238 1.260
F 1.506 -0.523 -1.333
S -2.251 -0.655 -0.068
```

Results
gap between HOMO and LUMO	9.881	eV
ΔE to the lowest compared entry with this formula, charge and spin	1.167	eV
HOMO level	-9.063	eV
F_max	3.36	eV/Å
SMILES string	C[C@]1(S)[C@H](O)[C@@H]1F
total energy	-19859.967	eV
LUMO level	0.818	eV

=====

A cluster of 2 separate species, C2H4INS in total. Source: OMol25; level of theory: the ωB97M-V functional and the def2-TZVPD basis.

Geometry as XYZ:
```
9
C2H4INS the ωB97M-V functional and the def2-TZVPD basis
C 0.669 0.480 0.528
C 1.356 0.023 -0.520
N -1.506 -0.429 0.220
S -1.000 -1.827 -0.099
I -3.379 0.760 -0.303
H 1.102 0.390 1.511
H -0.316 0.990 0.535
H 0.782 0.162 -1.421
H 2.293 -0.549 -0.450
```

Results
gap between HOMO and LUMO (spin up / spin down)	6.548 / 6.579	eV
ΔE to the lowest compared entry with this formula, charge and spin	4.009	eV
HOMO level (spin up / spin down)	-8.498 / -8.491	eV
F_max	2.08	eV/Å
SMILES string	S=NI.C=C
total energy	-22560.295	eV
LUMO level (spin up / spin down)	-1.951 / -1.913	eV

=====

A structure of composition C46H58GdN4O5S2. Source: OMol25; level of theory: the ωB97M-V functional and the def2-TZVPD basis.

Geometry as XYZ:
```
116
C46H58GdN4O5S2 the ωB97M-V functional and the def2-TZVPD basis
Gd 0.019 0.762 0.681
C -0.284 -0.595 3.995
C 0.919 0.327 3.952
N 0.514 1.633 3.403
C -0.379 2.372 4.306
C -1.905 2.284 4.042
S -2.523 1.700 2.435
C -3.203 0.077 2.878
C -2.258 -1.106 2.605
N -0.856 -0.719 2.660
H 0.004 -1.568 4.408
H -1.041 -0.189 4.671
H 1.351 0.425 4.954
H 1.681 -0.107 3.297
H 1.351 2.188 3.263
H -0.204 2.055 5.340
H -0.093 3.419 4.259
H -2.379 1.646 4.787
H -2.330 3.277 4.188
H -3.504 0.134 3.924
H -4.113 -0.045 2.292
H -2.481 -1.910 3.316
H -2.455 -1.499 1.608
H -0.282 -1.362 2.129
N 2.616 1.382 0.664
C 3.139 2.334 -0.326
C 2.494 2.090 -1.678
N 1.030 1.964 -1.566
H 3.143 1.461 1.528
H 2.788 0.427 0.348
H 4.223 2.254 -0.447
H 2.922 3.346 0.023
H 2.874 1.160 -2.094
H 2.792 2.888 -2.362
H 0.646 1.560 -2.415
H 0.603 2.878 -1.457
C 0.114 -1.558 -4.482
C 0.163 -2.686 -3.471
C 0.454 -4.020 -4.112
O -1.032 -2.808 -2.702
C -0.914 -2.069 -1.499
C 0.601 -1.715 -1.414
O 1.173 -2.405 -2.508
C 1.376 -2.094 -0.102
O 1.148 -1.063 0.830
C 2.900 -2.110 -0.341
C 3.499 -1.388 -1.372
C 4.880 -1.259 -1.454
C 5.694 -1.860 -0.504
C 5.112 -2.600 0.516
C 3.730 -2.725 0.592
C 0.930 -3.454 0.440
C 0.845 -4.566 -0.399
C 0.439 -5.797 0.090
C 0.132 -5.955 1.437
C 0.262 -4.870 2.289
C 0.662 -3.633 1.791
C -1.963 -0.901 -1.399
O -1.438 0.095 -0.571
C -3.280 -1.418 -0.798
C -3.582 -2.762 -0.621
C -4.807 -3.148 -0.074
C -5.743 -2.196 0.289
C -5.459 -0.846 0.087
C -4.243 -0.467 -0.452
C -2.326 -0.267 -2.753
C -3.045 -0.977 -3.713
C -3.383 -0.390 -4.922
C -3.018 0.924 -5.193
C -2.342 1.653 -4.228
C -2.012 1.061 -3.011
H -0.729 -1.681 -5.160
H 1.040 -1.565 -5.058
H 0.008 -0.589 -3.992
H -0.229 -4.195 -4.944
H 0.329 -4.820 -3.385
H 1.475 -4.031 -4.493
H -1.136 -2.754 -0.683
H 0.697 -0.626 -1.530
H 2.888 -0.965 -2.155
H 5.320 -0.708 -2.277
H 6.771 -1.771 -0.570
H 5.734 -3.092 1.254
H 3.296 -3.309 1.395
H 1.111 -4.464 -1.442
H 0.372 -6.644 -0.582
H -0.182 -6.917 1.819
H 0.066 -4.986 3.348
H 0.824 -2.815 2.480
H -2.894 -3.539 -0.924
H -5.024 -4.201 0.054
H -6.695 -2.499 0.705
H -6.194 -0.092 0.344
H -4.025 0.583 -0.614
H -3.340 -2.000 -3.515
H -3.936 -0.960 -5.658
H -3.283 1.381 -6.138
H -2.086 2.689 -4.413
H -1.534 1.641 -2.236
C -1.493 5.437 0.895
S -0.304 4.335 1.604
O -0.246 3.162 0.643
C 1.179 5.265 1.359
C 1.560 5.708 0.094
C 2.762 6.378 -0.046
C 3.574 6.596 1.066
C 3.188 6.149 2.319
C 1.981 5.475 2.469
H -1.220 5.672 -0.132
H -1.522 6.336 1.511
H -2.453 4.922 0.929
H 0.936 5.523 -0.772
H 3.071 6.733 -1.020
H 4.513 7.121 0.950
H 3.821 6.322 3.179
H 1.666 5.125 3.446
```

Results
gap between HOMO and LUMO (spin up / spin down)	8.246 / 6.072	eV
ΔE to the lowest compared entry with this formula, charge and spin	0.000	eV
HOMO level (spin up / spin down)	-10.538 / -10.531	eV
F_max	1.70	eV/Å
total energy	-107344.508	eV
spin multiplicity	8
LUMO level (spin up / spin down)	-2.292 / -4.459	eV
charge	+1

=====

The ion C3HOS4 with charge -1. Source: OMol25; level of theory: the ωB97M-V functional and the def2-TZVPD basis.

Geometry as XYZ:
```
9
C3HOS4 the ωB97M-V functional and the def2-TZVPD basis
C -0.605 0.137 0.118
C -1.446 0.210 -0.876
C 0.802 0.552 -0.188
O -0.903 -0.323 1.426
S -2.205 0.301 -2.314
S 1.196 2.142 -0.228
S 1.567 -2.494 0.345
S 2.113 -0.761 -0.431
H -0.518 0.235 2.148
```

Results
gap between HOMO and LUMO (spin up / spin down)	5.100 / 5.104	eV
ΔE to the lowest compared entry with this formula, charge and spin	2.230	eV
HOMO level (spin up / spin down)	-3.068 / -3.071	eV
F_max	2.95	eV/Å
total energy	-48514.870	eV
LUMO level (spin up / spin down)	2.031 / 2.033	eV
charge	-1